No. 1
Formula: C40H44N5O5P2SY
Source: the Open Molecules 2025 dataset
Level of theory: wB97M-V/def2-TZVPD

The geometry in XYZ format:
```
98
Properties=species:S:1:pos:R:3:lowdin_charge:R:1
Y 0.7908 0.5244 0.6944 1.429
S 2.7217 1.9992 -0.8025 0.608
P -2.2355 -1.3818 -0.3589 0.816
P -2.3707 1.5708 -0.9585 0.774
O -0.9101 1.6081 -0.5257 -0.442
O 2.2249 -1.1058 0.1317 -0.173
O 0.7373 2.1845 2.1175 -0.264
O -0.8703 -1.0037 0.2797 -0.458
O -0.2639 3.3820 3.7003 0.099
N 1.3389 4.1147 0.0114 0.114
N 2.9874 4.5477 -1.5546 0.124
N 4.3487 -1.8035 -0.2916 0.039
N 5.0395 -2.3500 -1.3042 -0.048
N 1.3434 -0.4168 2.9520 -0.050
C 2.8405 -2.4845 -1.7943 0.080
C -2.2466 -4.1579 -3.3409 -0.050
C -5.7609 2.0951 1.2477 -0.076
C -1.6945 2.5078 -3.4402 -0.088
C -1.4110 -5.1235 -2.7941 -0.049
C 5.8114 -1.4748 3.0584 -0.065
C -2.0839 -2.8765 -1.3419 -0.312
C -4.6029 -2.4179 0.6949 -0.066
C -2.6323 -3.0539 -2.5779 -0.080
C -3.8840 4.2375 -3.7426 -0.047
C 2.3539 3.6917 -0.7653 -0.846
C 6.1107 0.6156 1.9487 -0.059
C 5.0003 -1.1772 0.8353 -0.198
C -1.8225 3.2489 -4.6160 -0.053
C -5.5986 -2.4635 1.6526 -0.054
C 6.4895 -2.4212 -1.3437 0.029
C 4.5532 -3.5674 -3.4323 0.002
C -2.6675 2.5818 -2.4405 -0.272
C -5.5296 -1.6829 2.8043 -0.053
C -5.2566 2.6921 2.3839 -0.062
C -3.3517 -0.9503 2.0908 -0.076
C 3.0104 -1.7638 -0.5792 -0.401
C 6.3101 -0.1949 3.0544 -0.062
C 1.0346 1.5631 4.4004 -0.082
C -4.4088 -0.9164 2.9878 -0.079
C -3.4573 -1.6553 0.8876 -0.293
C 5.4797 0.1478 0.8098 -0.014
C -2.9467 4.0783 -4.7658 -0.054
C -3.0316 2.6134 1.4505 -0.058
C 5.1368 -1.9856 1.9546 -0.011
C -3.5565 2.0547 0.2819 -0.291
C -3.7559 3.4363 -2.5991 -0.059
C 0.4751 2.5067 3.3621 -0.629
C 4.0965 -2.8614 -2.1923 -0.205
C 2.0730 0.6050 3.8053 -0.208
C -0.9185 -4.9612 -1.5008 -0.057
C -1.2826 -3.8540 -0.7726 -0.075
C -4.9441 1.7291 0.1755 -0.064
C -3.8864 2.9657 2.5113 -0.029
C -2.7443 -0.0863 -1.5342 -0.278
H -3.2968 -2.2693 -2.9714 0.115
H 2.0061 -1.2011 2.7372 0.098
H 6.9032 -2.9973 -0.4894 0.115
H -1.0398 -5.9284 -3.4173 0.116
H -2.3766 -0.4480 2.2993 0.112
H -0.2524 -5.6953 -1.0877 0.111
H -2.0447 -0.3056 -2.3564 0.091
H 5.3426 -2.9835 -3.9175 0.095
H -6.5533 -2.9672 1.4723 0.122
H 5.3248 0.7327 -0.0913 0.088
H -4.3682 -0.2642 3.8631 0.119
H -1.9720 2.7836 1.5376 0.084
H 6.5272 1.5908 1.9595 0.105
H 5.9333 -2.1164 3.9243 0.116
H -4.4882 3.5443 -1.8345 0.091
H -3.5546 3.4023 3.4381 0.112
H -2.6588 -4.2690 -4.3360 0.115
H -6.8357 1.9485 1.1546 0.118
H 0.5765 -0.7975 3.5260 0.102
H -0.8261 1.8417 -3.3524 0.112
H 6.9009 -1.4093 -1.3460 0.102
H 0.2005 1.0403 4.8709 0.131
H 4.7418 -2.9954 1.9295 0.128
H -5.9348 2.9424 3.2050 0.121
H -1.0817 3.1318 -5.3898 0.107
H 2.7144 0.1856 4.5669 0.114
H 4.8599 -4.5666 -3.2498 0.081
H 1.0690 5.0818 0.1014 0.120
H 1.8974 -2.7594 -2.1956 0.111
H 2.6960 1.1197 3.0700 0.107
H 3.7691 4.2410 -2.0942 0.103
H -5.4465 1.3465 -0.7094 0.115
H 1.5402 2.1622 5.1432 0.128
H -3.1648 4.6094 -5.6869 0.113
H -3.7782 -0.1832 -1.7997 0.081
H 2.6799 5.5228 -1.5756 0.138
H -6.2175 -1.7265 3.6397 0.121
H -4.7739 -2.9636 -0.2356 0.118
H 0.9597 3.5338 0.8042 0.075
H -0.9173 -3.6477 0.2216 0.110
H 6.8407 -2.9573 -2.2108 0.089
H 6.8393 0.1934 3.9036 0.114
H -4.6134 5.0256 -3.8333 0.113
H 3.6899 -3.6379 -4.1025 0.095
```

E   -90335.3423 eV
Net charge   +2


No. 2
Formula: C40H46Br60F7N3O2
Source: the Open Molecules 2025 dataset
Level of theory: wB97M-V/def2-TZVPD

The geometry in XYZ format:
```
158
Properties=species:S:1:pos:R:3:lowdin_charge:R:1
Br 3.2328 6.4134 -7.8151 0.543
Br -3.4074 -5.2320 -5.2387 0.550
Br -3.6991 -7.2568 12.1453 0.566
Br -8.7571 4.8752 -3.0428 0.538
Br -11.7841 5.7240 -2.3342 0.556
Br -0.9823 -8.0565 6.6824 0.549
Br 9.5925 8.3571 -9.2059 0.542
Br 4.4350 -7.5437 -3.8884 0.563
Br -3.2657 0.5104 -4.0028 0.566
Br -4.6010 3.6860 -1.1963 0.515
Br 2.6009 7.3873 -10.8212 0.559
Br -0.9135 -3.4898 -4.1759 0.608
Br -9.1094 2.0716 -0.2647 0.550
Br 4.6790 -11.7439 -3.7961 0.542
Br -13.3936 0.4990 8.9473 0.548
Br 8.2102 11.6609 -3.0714 0.523
Br 5.4755 -12.2458 -6.8780 0.558
Br 5.0170 11.7977 4.1878 0.544
Br 10.5919 3.6060 -8.2437 0.564
Br 2.7043 7.4196 -1.4596 0.554
Br -5.9432 -0.2125 -2.3617 0.591
Br 2.1320 5.1377 -3.6618 0.558
Br 6.4582 11.7676 -0.3689 0.564
Br 2.7329 -10.7180 -6.1508 0.541
Br 6.3115 7.5346 -5.0879 0.562
Br 4.7975 3.7071 2.5529 0.746
Br -8.7678 -1.8408 3.3397 0.614
Br -1.7962 3.6404 -2.7823 0.490
Br 5.1364 14.9643 3.6023 0.552
Br -10.8887 -0.2536 5.1748 0.559
Br -3.8134 -3.7132 7.2194 0.551
Br 6.2102 -4.9406 -3.2123 0.577
Br 0.3799 5.2444 -0.9593 0.543
Br -1.1885 -5.7542 4.4371 0.603
Br 9.2462 10.7326 -7.0562 0.563
Br 8.7825 13.9428 -0.8691 0.565
Br 7.8914 5.3642 -8.2496 0.487
Br 6.7388 9.8134 -8.8597 0.582
Br 3.2009 5.5237 4.6825 0.561
Br 4.3877 6.8550 1.9985 0.543
Br -7.9721 -0.9748 6.3399 0.581
Br -4.1555 -2.5661 -3.6459 0.510
Br -2.5123 -5.9255 9.4613 0.561
Br 8.0766 8.0233 -2.4364 0.547
Br -6.3646 2.3400 1.4022 0.578
Br -9.3865 6.4707 -0.3146 0.556
Br -9.1670 1.9999 2.9565 0.545
Br 6.5177 5.2323 -2.8426 0.563
Br 2.6424 13.2221 2.5395 0.551
Br 5.1245 5.4675 -10.2464 0.523
Br 6.1011 -7.4008 -1.1338 0.589
Br -14.5171 2.0172 6.3363 0.548
Br -1.0328 -6.6564 -3.5904 0.656
Br -2.1025 -9.0735 10.0157 0.544
Br -3.8823 6.0482 -3.2671 0.561
Br -12.7751 3.6318 8.5140 0.557
Br -3.7621 -1.6512 9.6953 0.572
Br 8.0258 2.6120 -9.9205 0.560
Br -6.2189 -3.7099 9.3637 0.555
Br 0.5766 -5.2656 7.0885 0.593
F 4.2176 -1.7202 1.2425 -0.008
F 3.4473 3.1280 0.5461 -0.159
F 2.9926 0.4228 2.5276 0.032
F 4.5949 -0.5081 -0.7890 0.036
F 4.8923 1.2013 1.2851 -0.056
F 1.3505 2.1378 1.1283 0.031
F 2.4092 1.6779 -1.0523 0.060
O -1.6825 -1.3068 -0.4337 -0.029
O 2.9792 -2.3158 -2.5411 -0.008
N -6.7428 -1.1216 0.4580 -0.012
N -5.5569 -1.8799 2.5143 0.087
N -6.3936 -3.6593 0.8429 -0.046
C 2.6246 1.8699 0.4008 -0.142
C -4.8769 -2.6417 8.4462 -1.583
C 2.2086 -2.4610 -1.4506 -0.126
C 3.4427 -5.2347 0.4022 -0.203
C -0.4749 -1.8673 -0.2304 -0.142
C 8.3800 9.2545 -7.9777 -1.602
C 3.4802 0.6830 1.1408 -0.103
C -0.2141 -3.4583 -0.6647 -0.051
C 2.1773 -1.3642 -0.1881 0.016
C 4.5701 -11.0720 -5.6183 -1.626
C -9.9010 6.1834 -2.1684 -1.596
C -5.1204 -4.4754 0.8085 -0.236
C 0.8341 -1.0870 0.4111 0.117
C 4.6157 5.4729 3.3484 -1.567
C -3.6691 4.1633 -2.8358 -1.586
C -13.0869 1.9166 7.6509 -1.621
C 4.5423 13.2279 2.9576 -1.614
C -9.4099 -1.5172 5.1473 -1.560
C 3.6036 -0.7166 0.2943 -0.151
C 9.0229 4.1458 -9.2591 -1.584
C 2.2535 -6.0319 -0.4190 -0.189
C 1.1500 -3.7414 -1.2619 -0.074
C -1.3212 -4.6636 -0.4655 -0.143
C 3.3660 -4.9375 3.1515 -0.249
C -2.2843 -7.3076 10.8112 -1.569
C -8.2759 2.7016 1.3762 -1.551
C 6.5137 7.1458 -3.1926 -1.578
C 1.9198 -5.3480 3.8161 -0.232
C -3.9209 -3.8573 -0.1223 -0.167
C -0.9863 -6.1431 6.3324 -1.593
C 2.1134 5.5926 -1.7705 -1.573
C -1.5075 -5.2263 -4.8206 -1.518
C 8.1917 12.1158 -1.1801 -1.597
C 6.0289 -6.8661 -3.0026 -1.574
C -6.1787 -2.2494 1.3472 -0.447
C -4.1522 -0.7880 -2.8572 -1.549
C 3.7854 -5.9164 1.8805 -0.200
C 1.6724 -5.2285 -1.7254 -0.166
C -2.4917 -4.3005 0.6250 -0.187
C 3.9819 6.8789 -9.5490 -1.596
H -2.7628 -5.3146 1.1935 0.106
H -4.1368 3.5949 -3.6464 -0.042
H 2.5543 -5.0688 -2.5060 0.115
H 1.3823 -6.2294 0.3722 0.107
H 8.0990 8.5221 -7.2137 -0.092
H -12.1709 1.6608 7.1080 -0.078
H -1.8630 -5.7270 6.8395 -0.151
H -5.4176 -5.5322 0.3456 0.138
H 6.8901 -7.3244 -3.4999 -0.024
H 2.8356 4.9344 -1.2762 -0.044
H 4.9701 -6.0206 1.9470 0.105
H 3.2943 -3.7955 2.8119 0.099
H 8.9138 11.4576 -0.6858 -0.021
H -1.7746 -5.0000 -1.5126 0.063
H -0.7240 -5.6044 -0.0665 0.112
H 5.0990 -10.1134 -5.6379 -0.058
H -5.2714 -2.7575 3.0012 0.032
H 1.4843 -4.4850 4.5028 0.028
H 9.3827 4.6953 -10.1353 -0.021
H 4.2040 -4.9590 3.9853 0.109
H -1.3454 -7.0937 11.3325 -0.019
H 0.7203 -0.3462 1.3121 0.134
H 5.0763 13.0345 2.0213 -0.083
H 5.6370 7.5619 -2.6855 -0.059
H -9.7963 -2.4697 5.5247 -0.019
H -7.7625 -1.0837 0.7603 0.041
H -3.9380 -2.6949 -0.2538 0.096
H -2.1670 -3.5467 1.4659 0.123
H -7.0968 -4.1642 1.4593 0.114
H -3.5688 -0.8494 -1.9326 -0.053
H 2.7394 -7.0563 -0.7753 0.110
H -3.9908 -4.3418 -1.1856 0.085
H 1.1657 -5.5543 2.9422 0.030
H -5.4142 -1.9030 7.8423 -0.066
H -6.3445 -0.2105 0.8102 -0.022
H 3.3207 -6.9880 1.9679 0.114
H -0.9735 -5.4196 -5.7569 -0.018
H 4.4031 -5.2597 -0.2694 0.057
H 3.1713 -4.1004 0.6351 0.094
H 5.5546 5.6869 3.8697 -0.025
H -8.3956 3.7899 1.3982 -0.046
H -9.7567 7.1345 -2.6914 -0.024
H 0.8292 -5.8414 -2.2721 0.001
H -4.7328 -4.6735 1.8976 0.102
H 4.6164 7.7584 -9.3975 -0.084
H 2.0960 -6.2850 4.5059 0.076
```

E   -4272340.6317 eV
Net charge   0